Record 1
80
Properties=species:S:1:pos:R:3:lowdin_charge:R:1 method="wB97M-V/def2-TZVPD" lumo_ha="-0.516 / -0.553" e_above_lowest_kcal_mol=101.5 e_homo_ev="-18.843 / -18.837" multiplicity=5 orbital_gap_ev="4.81 / 3.78" total_charge=+4
Ru 1.07641 1.86911 -2.59012 1.1963
Br -1.89092 -1.36595 0.02947 1.0675
P -2.06457 -1.77368 -3.08751 1.0848
P 2.32563 0.06522 -1.61684 0.8831
N -0.47727 6.94115 -7.29134 0.1694
N 0.47416 1.18184 0.93145 0.0308
N -0.26897 0.07591 6.16288 0.2316
C 0.06088 0.63236 3.63141 -0.1867
C -0.60812 -2.86923 -3.30621 -0.2931
C -1.01114 0.92449 2.78931 0.0109
C -0.19521 3.12453 -3.44788 -0.1637
C -1.94911 -0.52094 -1.65076 -0.8110
C -4.27532 -3.66807 -3.60236 -0.0855
C -3.31681 -3.07309 -2.53602 -0.2648
C 3.95249 0.67794 -1.09745 -0.3781
C 2.63472 -2.76144 -0.81776 -0.0928
C -0.78463 -4.38152 -3.37854 -0.0767
C -0.11397 0.31815 5.02820 -0.1279
C 5.09127 -0.33635 -1.03655 -0.0971
C -0.72907 4.76001 -6.28146 0.1161
C -0.23809 7.41878 -6.06646 0.0328
C -2.71795 -2.04109 -5.85058 -0.0763
C 3.30573 0.24043 -4.16034 -0.1273
C -0.92516 2.01709 -2.88533 -0.3305
C -2.71982 -1.07156 -4.62992 -0.2784
C -0.65727 -0.38726 -2.30532 -0.2391
C -2.67184 0.78254 -1.57610 -0.0592
C -0.17613 6.64703 -4.90110 0.1341
C -0.02261 4.29511 -3.97159 0.1309
C -0.74937 1.19088 1.44409 -0.2138
C 1.34553 0.59598 3.08766 0.0384
C -0.74515 5.63429 -7.36235 0.0174
C 2.71013 -0.76734 -3.20314 -0.3872
C -0.30215 5.22678 -4.98750 -0.1580
C 1.95403 -1.40865 -0.54476 -0.3505
C -0.40300 0.69711 -3.23132 -0.2912
C 1.50417 0.93082 1.73308 -0.1473
C -2.08557 1.94000 -2.02374 0.0309
H 2.22305 0.28106 3.65195 0.1427
H -1.72721 -2.49881 -6.01702 0.0873
H -1.18270 -4.80134 -2.44704 0.0925
H -3.75731 -0.70534 -4.43810 0.1309
H -2.08206 -0.19118 -4.83992 0.0753
H 2.50149 -3.43013 0.04646 0.1079
H 0.12058 -2.70430 -2.50361 0.0676
H 3.35251 -1.62470 -2.97640 0.0910
H -0.16468 -2.48740 -4.23182 0.1038
H 2.15110 -1.08351 0.48238 0.0737
H 1.75085 -1.17489 -3.55270 0.0593
H 0.86829 -1.55962 -0.54496 0.0132
H -3.66592 0.67388 -1.10576 0.1498
H 5.22131 -0.90396 -1.96031 0.0775
H 4.38992 0.34759 -4.03475 0.1035
H -3.88119 -2.79775 -1.63015 0.0907
H -3.47090 -2.84288 -5.76778 0.0686
H 4.20136 1.50499 -1.77514 0.0872
H -3.75890 -4.36138 -4.29232 0.0856
H 3.71415 -2.66960 -0.96696 0.0707
H 2.84813 1.24562 -4.06064 0.0356
H 6.03384 0.18980 -0.86300 0.1037
H -0.04619 8.49409 -6.03918 0.1660
H 4.96972 -1.04771 -0.21740 0.0839
H 0.00714 7.18101 -3.96865 0.1598
H -2.02999 0.89564 3.15492 0.1365
H -0.96060 5.25984 -8.35820 0.1582
H -2.97484 -1.45729 -6.75112 0.1077
H 2.22466 -3.29730 -1.68488 0.0719
H 0.25345 -0.99545 -2.09959 0.0351
H -1.57275 1.42814 0.77984 0.0736
H -5.10484 -4.25793 -3.16273 0.1214
H -2.69911 -3.91633 -2.20065 0.0651
H 0.20936 -4.83568 -3.50287 0.1146
H 3.77406 1.12742 -0.11293 0.0677
H -2.42105 2.91618 -1.71146 0.1459
H -0.39744 0.33448 -4.27652 0.1390
H 2.49944 0.96508 1.27492 0.0847
H -0.99484 3.71996 -6.46186 0.1459
H 3.13653 -0.12935 -5.17553 0.0985
H -1.42172 -4.70102 -4.21196 0.0952
H -4.73079 -2.88622 -4.22509 0.0723



Record 2
54
Properties=species:S:1:pos:R:3:nbo_charge:R:1 method="wB97M-V/def2-TZVPD" lumo_ha=0.027 e_above_lowest_kcal_mol=71.2 smiles="CCOc1ccc(-c2noc(CCCC(=O)NC3CCCC3)n2)cc1OC" e_homo_ev=-7.991 orbital_gap_ev=8.71
O -2.02844 2.12101 1.99848 -0.6431
O -2.35705 -0.83630 2.82127 -0.2668
O 3.72724 -1.72074 0.58238 -0.4817
O 3.45065 -2.08987 -1.95550 -0.4853
N -1.68524 2.27023 -0.22354 -0.6117
N -2.33443 -0.86134 0.63360 -0.5229
N -1.08190 -1.12684 2.45468 -0.1528
C -2.45717 2.07468 0.86462 0.6944
C 3.39382 -2.29605 -3.35166 -0.0607
C -4.49051 -0.31675 1.74355 -0.4636
C 1.02961 -1.84946 -1.83181 -0.2952
C 0.38590 3.94402 -2.06096 -0.4032
C 0.06110 -1.40217 0.31857 -0.1243
C -0.08475 -1.61133 -1.04308 -0.1811
C 2.29829 -1.87771 -1.27387 0.2860
C -1.09343 -1.13386 1.14570 0.3015
C 4.81864 -2.49892 -3.84279 -0.6169
C -3.93326 1.84563 0.54296 -0.5104
C -3.05601 -0.67967 1.69712 0.5484
C -4.66085 1.20941 1.72508 -0.3855
C 3.93936 -1.54282 1.96175 -0.2514
C 1.27588 2.70443 -2.05031 -0.4054
C -0.03512 4.06346 -0.59951 -0.4090
C 1.33252 -1.44016 0.89858 -0.2294
C -0.28041 2.61072 -0.14791 -0.0698
C 0.56205 1.73795 -1.09943 -0.4088
C 2.44812 -1.67266 0.12083 0.2584
H -5.72666 1.43782 1.68468 0.2110
H 5.25983 -3.35978 -3.34868 0.2158
H 3.42908 -2.31217 2.54980 0.1788
H 4.82201 -2.66058 -4.91704 0.2117
H -2.09751 2.22357 -1.14146 0.3892
H 3.60785 -0.55452 2.29628 0.1772
H 0.90539 4.83086 -2.42053 0.2129
H -0.00618 2.46737 0.89949 0.2418
H 0.77838 4.49402 -0.01589 0.2062
H 0.89701 -2.01240 -2.88951 0.2203
H -1.07098 -1.59050 -1.47851 0.2311
H 2.25705 2.96461 -1.65166 0.1979
H 1.26571 1.11221 -0.55480 0.2253
H -4.97877 -0.75432 0.87132 0.2308
H -4.02434 1.22212 -0.34726 0.2197
H 5.41762 -1.62336 -3.60914 0.2152
H -4.36587 2.82636 0.32784 0.2330
H 2.78415 -3.18186 -3.57984 0.1712
H 5.01504 -1.63102 2.10585 0.2001
H 1.40239 -1.27628 1.96058 0.2365
H 2.94252 -1.42311 -3.84482 0.1698
H -0.92176 4.67977 -0.45692 0.2145
H -4.93027 -0.72516 2.65388 0.2366
H -0.48654 3.77647 -2.69531 0.1869
H -0.09914 1.07184 -1.65433 0.2082
H 1.41433 2.27667 -3.04212 0.2085
H -4.24549 1.62814 2.64411 0.2401



Record 3
12
Properties=species:S:1:pos:R:3:nbo_charge:R:1 method="wB97M-V/def2-TZVPD" lumo_ha="-0.030 / -0.053" e_above_lowest_kcal_mol=207.4 e_homo_ev="-8.091 / -10.424" orbital_gap_ev="7.28 / 8.99"
O 2.57019 -0.80029 0.03990 -0.4263
O 1.90195 1.36487 0.00259 -0.3294
O 0.47301 -1.72221 -0.25699 -0.6245
N 1.75956 0.15599 -0.00101 0.4699
C 0.33233 -0.41667 -0.16566 0.4106
C -2.05635 0.21303 -0.57461 -0.3243
C -0.71070 0.51734 -0.25470 -0.3335
H -2.74779 1.12588 -0.66336 0.2077
H 1.49071 -1.72636 -0.05159 0.4899
H -0.42403 1.47496 0.02107 0.2477
H -2.50568 -0.81424 -0.58330 0.2164
H -0.08319 0.62770 2.48767 -0.0040



Record 4
104
Properties=species:S:1:pos:R:3:lowdin_charge:R:1 method="wB97M-V/def2-TZVPD" lumo_ha=0.075 e_homo_ev=-4.314 orbital_gap_ev=6.36 total_charge=-1
P 0.90485 -0.71881 -1.65130 0.9282
O 1.79758 0.47732 -0.64109 -0.2495
O -5.31281 -8.15775 1.83501 -0.0562
O -1.22782 -1.93628 -3.07447 -0.1458
O 0.68923 -2.97691 -3.25280 -0.1214
O -1.95301 1.51517 -0.28607 -0.1907
O -0.48738 6.91688 0.99163 -0.0572
O 3.06397 -5.12996 4.61513 -0.0566
O 3.67905 -1.49788 3.66846 -0.1130
O -3.43063 -4.73921 -4.41979 -0.0554
O 3.73018 9.37383 -0.53963 -0.0638
N 2.67739 1.69759 -3.22511 -0.0199
N 0.56763 0.82319 1.43421 0.1834
C -0.08239 8.30437 -0.93137 -0.0631
C -0.83085 8.15884 0.38435 -0.4972
C 3.72667 9.26706 -2.94406 -0.0620
C 3.61875 10.16555 -1.72163 -0.5058
C 4.70203 11.23338 -1.72032 -0.0686
C -2.93921 -6.16821 -2.55146 -0.0580
C -4.99957 -4.73121 -2.59863 -0.0626
C 0.84194 -2.00605 -0.27597 -0.2171
C 3.90856 -5.10623 5.76300 -0.5023
C 1.19876 0.78438 0.48277 -0.4394
C -4.02633 -5.55943 -3.42523 -0.5071
C -5.97748 -7.52575 0.74121 -0.5015
C -1.74255 0.44816 -1.21357 -0.2350
C -6.93152 -6.46664 1.27087 -0.0656
C -0.38888 0.58083 -2.01672 -0.2201
C 2.26256 -2.34012 0.36235 -0.2172
C -0.50061 9.29851 1.33665 -0.0658
C 0.02981 -2.02500 -2.76935 -0.7988
C -2.31023 2.72462 -0.93199 -0.2805
C 2.22398 -2.54276 1.92823 -0.1699
C 3.33105 0.40854 -2.84722 -0.3219
C 4.39196 -6.51598 6.06794 -0.0677
C -1.87091 3.91965 0.02193 -0.0730
C -6.71310 -8.57361 -0.07960 -0.0660
C 2.63231 -1.21776 2.70925 -0.2467
C 2.36004 -0.82491 -2.86011 -0.2160
C 3.14888 -4.51569 6.94167 -0.0646
H -6.39110 -5.72789 1.86572 0.0815
H 1.89207 -0.83641 -3.87641 0.1016
H -1.10956 4.58079 -0.46129 0.0577
H -1.90641 8.13843 0.19505 0.1377
H -0.62238 0.51349 -3.10949 0.0969
H 3.95309 0.50421 -1.92749 0.1011
H 2.95020 8.49978 -2.92518 0.0762
H 1.71752 -0.83472 3.21639 0.1002
H 0.50086 -2.97185 -0.72450 0.0883
H 5.05787 -6.52712 6.93377 0.0772
H 0.99992 8.28087 -0.76880 0.0693
H 2.30417 -5.68978 4.81582 0.0894
H 4.92602 -6.93107 5.21103 0.0794
H 4.68842 8.74574 -2.95939 0.0827
H 3.04662 -3.27114 2.16555 0.1015
H 3.29971 -2.02008 4.39299 0.0633
H -1.03595 9.17590 2.28056 0.0771
H -5.20877 -7.05238 0.12703 0.1233
H -2.74330 4.49771 0.40920 0.0649
H -5.48854 -5.34175 -1.83352 0.0563
H -7.45850 -9.09285 0.53120 0.0774
H 0.06951 -1.78010 0.50636 0.0924
H -0.31971 7.47524 -1.60135 0.0794
H -1.73119 -0.50289 -0.62663 0.1120
H -0.33972 9.24203 -1.43037 0.0778
H -3.41152 2.84488 -1.10486 0.1119
H 0.46209 6.92245 1.16406 0.0922
H 0.56718 9.30813 1.57492 0.0800
H -7.44290 -5.95163 0.45488 0.0776
H 4.59627 8.94890 -0.54802 0.0874
H 3.05407 -1.60228 0.09988 0.0956
H 4.61817 11.86289 -0.83200 0.0780
H -1.37231 3.45351 0.90619 0.0748
H -5.98369 -8.57950 2.38483 0.0827
H 2.42182 2.20237 -2.37674 0.0487
H -0.01329 1.62388 -1.83604 0.0811
H -2.94566 -4.03076 -3.96893 0.0818
H -7.68425 -6.91510 1.92712 0.0777
H -3.36638 -6.82135 -1.78463 0.0619
H -4.56910 -6.35426 -3.94466 0.1307
H -2.59700 0.33582 -1.93320 0.1239
H 1.85163 1.43861 -3.76339 0.0500
H -5.76814 -4.29117 -3.23815 0.0760
H 4.63257 11.86824 -2.60626 0.0782
H -6.01729 -9.33195 -0.44425 0.0791
H 3.77772 -4.46730 7.83340 0.0786
H 2.90854 -1.76413 -2.62840 0.0967
H 4.76233 -4.46989 5.52037 0.1401
H -1.80333 2.89280 -1.91347 0.1081
H 2.60381 -3.32096 -0.06361 0.1085
H 3.62731 9.84194 -3.86731 0.0797
H 4.07126 0.22200 -3.67877 0.0972
H 3.54687 -7.18139 6.26917 0.0797
H 2.63530 10.64024 -1.70136 0.1348
H 2.79879 -3.50835 6.70652 0.0738
H 1.27651 -2.99076 2.30403 0.1079
H -4.48440 -3.90184 -2.10610 0.0864
H -2.35495 -5.38623 -2.05869 0.0865
H -2.24243 -6.75031 -3.15762 0.0795
H 3.06048 -0.49019 1.98138 0.1042
H 2.26252 -5.11450 7.17196 0.0811
H -7.21798 -8.12194 -0.93623 0.0784
H 5.69650 10.77782 -1.69459 0.0803
H -0.76988 10.26546 0.90509 0.0760